(1)
Entry from the Open Molecules 2025 dataset: 4 unconnected molecules or ions with the total composition C37H69F3N6O7P (the ωB97M-V functional and the def2-TZVPD basis).

Structure (ORCA input):
```
! RIJCOSX wB97M-V def2-TZVPD def2/J DEFGRID3
* xyz 0 4
N 2.025 0.481 -4.583
C 2.280 1.072 -3.435
C 2.501 2.177 -2.204
C 3.370 1.448 -1.022
C 4.916 1.053 -1.451
O 4.951 -0.330 -2.016
C 5.669 2.171 -2.383
F 5.532 3.482 -1.671
F 7.131 1.790 -2.406
F 5.240 2.204 -3.800
C 1.013 2.698 -1.760
C 0.197 3.014 -3.184
N -0.757 3.168 -4.051
C 0.196 1.704 -0.746
C -1.373 1.437 -1.142
C -1.420 0.128 -2.132
N -2.552 0.127 -3.137
P 1.136 4.427 -0.874
O 1.821 4.344 0.549
O 1.901 5.581 -1.957
O -0.524 4.974 -0.603
H 3.063 3.129 -2.655
H 3.426 2.068 -0.006
H 2.845 0.410 -0.750
H 5.523 0.976 -0.427
H 4.827 -0.907 -1.183
H 0.185 2.249 0.316
H 0.689 0.659 -0.562
H -1.915 1.105 -0.133
H -1.956 2.374 -1.530
H -1.439 -0.840 -1.432
H -0.407 0.022 -2.754
H -2.146 0.476 -4.033
H -3.366 0.700 -2.819
H 1.507 5.512 -2.892
H -0.569 5.923 -0.940
C 6.443 -0.595 5.630
C 6.287 -0.087 4.168
C 5.290 1.106 4.113
C 3.821 0.702 4.224
C 3.481 -0.400 3.227
C 4.425 -1.624 3.342
N 5.874 -1.238 3.297
O 6.185 -0.903 1.967
C 4.108 -2.386 4.654
C 4.047 -2.654 2.228
C 7.702 0.478 3.812
H 6.665 -1.669 5.661
H 7.276 -0.107 6.151
H 5.557 -0.406 6.241
H 5.418 1.650 3.168
H 5.520 1.825 4.911
H 3.590 0.381 5.244
H 3.189 1.576 4.030
H 2.438 -0.709 3.378
H 3.527 0.017 2.213
H 4.801 -3.225 4.801
H 3.095 -2.809 4.631
H 4.139 -1.766 5.550
H 4.103 -2.228 1.221
H 3.016 -3.008 2.353
H 4.703 -3.534 2.266
H 8.458 -0.315 3.814
H 8.015 1.237 4.541
H 7.724 0.975 2.836
C -4.986 3.619 -7.825
C -4.535 2.131 -7.880
C -5.109 1.438 -9.150
C -6.590 1.079 -9.053
C -6.881 0.304 -7.773
C -6.383 1.037 -6.502
N -4.945 1.453 -6.605
O -4.156 0.298 -6.460
C -7.286 2.270 -6.242
C -6.653 0.126 -5.260
C -2.983 2.213 -8.062
H -5.079 3.973 -6.791
H -4.259 4.289 -8.301
H -5.934 3.793 -8.338
H -4.551 0.514 -9.349
H -4.957 2.079 -10.028
H -7.205 1.982 -9.103
H -6.872 0.470 -9.919
H -7.961 0.118 -7.706
H -6.410 -0.686 -7.846
H -6.924 2.851 -5.385
H -8.314 1.965 -6.010
H -7.373 2.947 -7.092
H -6.172 -0.854 -5.342
H -7.726 -0.068 -5.140
H -6.302 0.605 -4.336
H -2.505 2.678 -7.192
H -2.724 2.816 -8.943
H -2.524 1.232 -8.225
C 0.384 -3.363 7.120
C -0.635 -2.428 6.407
C -1.992 -2.428 7.167
C -2.842 -3.676 6.936
C -2.996 -3.962 5.447
C -1.637 -4.047 4.708
N -0.763 -2.856 4.974
O -1.289 -1.771 4.248
C -0.914 -5.353 5.126
C -1.908 -4.259 3.183
C -0.014 -1.001 6.570
H 1.093 -3.803 6.408
H 0.998 -2.825 7.852
H -0.099 -4.173 7.673
H -2.586 -1.556 6.860
H -1.819 -2.312 8.245
H -2.402 -4.536 7.449
H -3.831 -3.528 7.383
H -3.557 -4.898 5.320
H -3.620 -3.176 5.000
H 0.083 -5.415 4.671
H -1.473 -6.237 4.795
H -0.797 -5.473 6.203
H -2.524 -3.465 2.748
H -2.448 -5.197 3.006
H -0.967 -4.312 2.619
H 0.943 -0.921 6.043
H 0.171 -0.774 7.629
H -0.677 -0.208 6.206
*
```

Output
- Calculated total energy: -80189.2088 eV
- Frontier orbital gap (alpha / beta): 8.676 / 8.163 eV
- E_HOMO (alpha / beta): -8.822 / -8.825 eV
- Max |F|: 12.52 eV/Å
- Molecular weight: 797.962 g/mol

Mulliken atomic charge list, values in e, 6 entries: atom 1 (N): -0.551, atom 2 (C): -0.085, atom 3 (C): -0.071, atom 4 (C): -0.415, atom 5 (C): -0.005, atom 6 (O): -0.586

(2)
Entry from the Open Molecules 2025 dataset: a molecular structure, C37H70As2N4OPRuS2 (the ωB97M-V functional and the def2-TZVPD basis).

Structure (ORCA input):
```
! RIJCOSX wB97M-V def2-TZVPD def2/J DEFGRID3
* xyz 2 2
Ru -0.024 1.717 -0.049
C 3.674 -0.120 4.126
C 3.334 1.362 4.178
N 1.964 1.636 3.746
C 1.582 1.656 2.469
S -0.150 1.944 2.187
N 2.480 1.467 1.532
N 1.962 1.492 0.277
C 2.738 1.289 -0.730
C 4.204 1.080 -0.552
C 2.066 1.368 -2.046
C 2.745 1.245 -3.250
C 2.063 1.435 -4.441
C 0.718 1.765 -4.408
C 0.097 1.858 -3.177
N 0.738 1.639 -2.030
H 4.690 -0.282 4.485
H 3.606 -0.490 3.104
H 2.996 -0.697 4.757
H 4.007 1.934 3.541
H 3.428 1.746 5.193
H 1.251 1.769 4.443
H 4.378 0.314 0.202
H 4.655 1.999 -0.170
H 4.706 0.798 -1.471
H 3.800 1.021 -3.261
H 2.584 1.343 -5.384
H 0.155 1.945 -5.312
H -0.951 2.111 -3.092
C -4.377 -0.345 0.528
C -3.553 0.805 1.093
As -2.536 1.902 -0.189
C -3.556 1.791 -1.859
C -3.436 0.513 -2.679
C -3.209 3.632 0.419
C -3.001 4.748 -0.590
H -4.926 -0.837 1.332
H -3.764 -1.104 0.040
H -5.113 0.006 -0.195
H -2.845 0.466 1.851
H -4.215 1.512 1.593
H -3.233 2.650 -2.451
H -4.596 1.984 -1.586
H -2.404 0.300 -2.954
H -4.007 0.608 -3.604
H -3.823 -0.354 -2.147
H -2.710 3.836 1.370
H -4.270 3.496 0.631
H -1.960 4.780 -0.914
H -3.279 5.714 -0.167
H -3.610 4.604 -1.482
C 1.937 6.819 0.610
As 0.252 5.963 0.285
C -0.620 7.084 -1.019
C -0.743 6.022 1.925
S 0.843 3.990 -0.303
H 1.756 7.832 0.967
H 2.502 6.847 -0.320
H 2.485 6.246 1.355
H -0.306 8.110 -0.832
H -1.700 7.011 -0.936
H -0.299 6.778 -2.013
H -0.923 7.060 2.199
H -0.154 5.525 2.694
H -1.689 5.501 1.797
O 0.094 -0.344 -0.011
P -0.234 -1.842 -0.023
C 1.353 -2.737 -0.006
C 2.369 -2.108 0.957
C 3.774 -2.662 0.678
C 3.752 -4.151 0.296
C 2.522 -4.824 0.887
C 1.257 -4.267 0.224
C -1.351 -2.089 1.392
C -2.394 -3.220 1.413
C -1.953 -4.509 2.101
C -1.340 -4.226 3.469
C -0.189 -3.231 3.360
C -0.661 -1.911 2.756
C -1.142 -2.258 -1.534
C -1.352 -3.773 -1.800
C -0.445 -4.271 -2.924
C -0.774 -3.573 -4.249
C -1.138 -2.094 -4.031
C -0.505 -1.562 -2.750
H 1.724 -2.552 -1.024
H 2.080 -2.333 1.986
H 2.363 -1.024 0.868
H 4.389 -2.516 1.570
H 4.248 -2.087 -0.122
H 4.668 -4.639 0.627
H 3.723 -4.262 -0.793
H 2.496 -4.660 1.968
H 2.552 -5.904 0.741
H 0.389 -4.516 0.832
H 1.118 -4.769 -0.733
H -1.915 -1.168 1.206
H -2.777 -3.424 0.411
H -3.244 -2.823 1.979
H -1.241 -5.060 1.481
H -2.822 -5.161 2.204
H -0.999 -5.154 3.930
H -2.109 -3.813 4.130
H 0.606 -3.667 2.746
H 0.249 -3.043 4.342
H 0.154 -1.186 2.683
H -1.399 -1.468 3.434
H -2.124 -1.796 -1.365
H -2.392 -3.927 -2.100
H -1.216 -4.367 -0.896
H -0.547 -5.351 -3.029
H 0.600 -4.088 -2.665
H -1.598 -4.087 -4.746
H 0.085 -3.651 -4.917
H -2.224 -1.977 -3.955
H -0.826 -1.494 -4.887
H -0.640 -0.489 -2.653
H 0.577 -1.730 -2.776
*
```

Output
- Calculated total energy: -202723.1874 eV
- Frontier orbital gap (alpha / beta): 7.786 / 6.903 eV
- E_HOMO (alpha / beta): -13.097 / -13.137 eV
- Max |F|: 0.39 eV/Å
- Energy relative to the best compared isomer or geometry (same formula, charge and spin): 0.0 kJ/mol
- Molecular weight: 933.016 g/mol

Mulliken atomic charge list, values in e, 6 entries: atom 1 (Ru): -1.050, atom 2 (C): -0.642, atom 3 (C): -0.571, atom 4 (N): -0.082, atom 5 (C): 0.514, atom 6 (S): -0.697

(3)
Entry from the Open Molecules 2025 dataset: a molecular structure, C37H70BBr2ClFIMgN3NaO19P2S2 (the ωB97M-V functional and the def2-TZVPD basis).

Structure (ORCA input):
```
! RIJCOSX wB97M-V def2-TZVPD def2/J DEFGRID3
* xyz -2 1
C -7.684 -3.598 0.620
C -7.794 -2.205 -0.061
C -8.004 -2.265 -1.589
C -7.195 -3.387 -2.286
C -6.631 -2.908 -3.652
C -5.208 -2.392 -3.432
C -4.705 -1.453 -4.554
C -3.213 -1.689 -4.912
N -2.323 -1.870 -3.738
C -0.915 -2.091 -4.231
C -0.526 -3.596 -4.096
C 0.415 -3.814 -2.886
C 1.811 -3.231 -3.189
C 3.019 -4.008 -2.599
C 2.848 -4.493 -1.156
C 2.268 -3.428 -0.175
C 3.016 -3.415 1.185
C -2.372 -0.739 -2.819
S -2.390 0.797 -3.331
S -2.388 -1.248 -1.127
C -1.400 -0.003 -0.190
C -0.041 -0.667 0.077
C 1.043 0.273 0.624
B 1.327 1.622 -0.257
I 1.170 1.145 -2.485
C 2.838 2.210 -0.070
C 3.288 3.318 -0.842
C 4.597 3.731 -0.608
C 5.447 3.103 0.302
N 5.038 2.074 1.043
C 3.774 1.693 0.835
P 0.117 3.135 0.136
C -0.931 2.783 1.629
C -0.929 3.730 -1.263
H -8.234 -3.547 1.565
H -6.654 -3.837 0.887
H -8.128 -4.395 0.023
H -8.669 -1.715 0.381
H -6.928 -1.594 0.208
H -9.073 -2.388 -1.782
H -7.696 -1.305 -2.021
H -7.895 -4.201 -2.497
H -6.378 -3.744 -1.655
H -6.669 -3.722 -4.381
H -7.277 -2.111 -4.044
H -4.548 -3.297 -3.455
H -5.177 -1.873 -2.467
H -5.267 -1.718 -5.457
H -4.872 -0.397 -4.340
H -3.184 -2.636 -5.473
H -2.863 -0.912 -5.594
H -0.206 -1.454 -3.699
H -0.918 -1.857 -5.297
H -0.027 -3.922 -5.012
H -1.416 -4.285 -3.986
H -0.012 -3.262 -2.034
H 0.463 -4.881 -2.653
H 1.978 -3.184 -4.273
H 1.874 -2.201 -2.821
H 3.283 -4.871 -3.215
H 3.855 -3.299 -2.630
H 3.821 -4.805 -0.766
H 2.217 -5.386 -1.091
H 1.213 -3.655 0.006
H 2.374 -2.444 -0.645
H 3.621 -2.507 1.269
H 3.656 -4.289 1.312
H 2.292 -3.386 2.007
H -1.951 0.153 0.735
H -1.341 0.879 -0.831
H 0.304 -1.219 -0.798
H -0.213 -1.442 0.843
H 0.776 0.598 1.642
H 1.952 -0.341 0.674
H 2.642 3.820 -1.551
H 4.981 4.585 -1.164
H 6.473 3.435 0.433
H 3.430 0.864 1.457
H -1.302 3.750 1.993
H -0.224 2.410 2.366
H -1.817 2.147 1.497
H -0.348 4.022 -2.138
H -1.433 4.641 -0.918
H -1.721 3.047 -1.596
O -9.094 -3.056 -5.762
H -9.526 -3.974 -5.655
H -9.710 -2.317 -5.419
H -8.828 -2.889 -6.734
Mg -2.892 -3.629 -2.703
Br 1.079 1.312 4.274
C 0.306 1.243 6.052
C -1.174 1.516 6.024
Br -1.533 3.417 5.772
H 0.855 1.958 6.660
H 0.507 0.239 6.420
H -1.631 1.260 6.978
H -1.684 0.988 5.225
C 4.327 4.198 3.075
C 2.955 4.685 3.431
O 2.952 4.528 4.877
C 4.259 4.672 5.279
O 4.568 4.860 6.416
O 5.095 4.574 4.251
F 1.991 3.904 2.912
H 4.370 3.115 2.951
H 4.713 4.673 2.177
H 2.760 5.727 3.172
N -0.210 5.491 -4.681
O 0.255 4.865 -5.655
O 0.560 6.073 -3.884
O -1.447 5.533 -4.494
C 7.704 1.041 3.823
C 6.411 1.127 4.611
O 5.290 1.255 3.742
H 7.826 1.926 3.199
H 8.565 0.956 4.489
H 7.692 0.176 3.157
H 6.417 2.004 5.260
H 6.282 0.236 5.237
H 5.269 0.484 3.166
C 0.961 9.506 4.335
C 2.271 9.920 4.965
O 3.160 8.888 4.530
C 2.646 8.349 3.396
O 3.225 7.586 2.691
O 1.391 8.796 3.173
H 0.333 10.350 4.059
H 0.386 8.828 4.969
H 2.633 10.878 4.588
H 2.228 9.960 6.051
O 5.953 -6.494 -0.133
Cl 5.334 -7.422 -1.060
O 4.240 -8.097 -0.407
O 6.312 -8.398 -1.494
O 4.839 -6.692 -2.206
O -1.551 -7.077 1.268
P -1.759 -7.377 -0.213
O -1.916 -8.871 -0.471
O -0.528 -6.886 -0.970
O -3.019 -6.666 -0.691
Na 1.707 3.660 6.194
*
```

Output
- Calculated total energy: -297070.4814 eV
- Frontier orbital gap: 1.812 eV
- E_HOMO: -1.265 eV
- Max |F|: 1.89 eV/Å
- Molecular weight: 1386.321 g/mol

Mulliken atomic charge list, values in e, 6 entries: atom 1 (C): -1.128, atom 2 (C): -0.481, atom 3 (C): -0.838, atom 4 (C): -0.827, atom 5 (C): -1.334, atom 6 (C): 0.698